--- w ---
Computed, not measured: a molecular structure, CH5N3S, with the ωB97M-V functional and the def2-TZVPD basis.

Geometry as XYZ:
```
10
Properties=species:S:1:pos:R:3
C 0.05 -0.75 0.35
H 0.51 -2.18 1.69
H 2.02 -1.15 1.41
H -0.96 -2.27 1.06
H 1.49 0.54 -0.19
H -0.62 2.10 0.57
N 0.98 -1.75 0.93
N -1.17 -1.28 0.53
N 0.48 0.30 -0.34
S -0.30 1.66 -0.90
```

Summary:
Gap between HOMO and LUMO = 9.13 eV
E_HOMO = -0.32974 Ha
E_LUMO = 0.2 eV

***

--- x ---
Computed, not measured: 2 unconnected molecules or ions with the total composition CH5N3S, with the ωB97M-V functional and the def2-TZVPD basis.

Geometry as XYZ:
```
10
Properties=species:S:1:pos:R:3
C -0.06 0.14 -0.62
H -1.69 0.69 1.52
H 0.15 0.86 2.57
H 0.51 -1.19 0.61
H 0.83 -1.31 -1.57
H 1.33 0.41 -2.38
N -0.69 0.03 1.82
N -0.34 -0.69 0.50
N 0.91 -0.32 -1.49
S -0.95 1.38 -0.95
```

Summary:
Gap between HOMO and LUMO = 8.81 eV
E_HOMO = -0.31316 Ha
E_LUMO = 0.3 eV

***

Most favorable structure: w. The second most favorable one is 130.0 kJ/mol above it.